{
  "formula": "C19H10Cl2N3O4",
  "method": "ωB97M-V/def2-TZVPD",
  "lumo_energy_ev": 1.74,
  "homo_energy_ev": -4.70,
  "e_above_lowest_kj_mol": 0.0,
  "smiles": "CCOC(=O)[C@H](c1ccc(C#N)cc1)[C@@]1(C#N)C(=O)C(Cl)=C(Cl)C([O-])=C1C#N",
  "total_charge": -1,
  "homo_lumo_gap_ev": 6.438,
  "symbols": ["C", "C", "O", "C", "O", "C", "C", "C", "C", "C", "C", "N", "C", "C", "C", "C", "N", "C", "O", "C", "Cl", "C", "Cl", "C", "O", "C", "C", "N", "H", "H", "H", "H", "H", "H", "H", "H", "H", "H"],
  "xyz": [[-4.97367, -4.54303, 0.03572], [-3.58023, -4.24464, -0.42646], [-3.35842, -2.86204, -0.06612], [-2.09866, -2.47202, -0.31953], [-1.27088, -3.23356, -0.78975], [-1.89523, -1.00347, 0.05545], [-0.88280, -0.26627, -0.80447], [0.20332, -0.89472, -1.40407], [1.13337, -0.14066, -2.11667], [0.99376, 1.24524, -2.21432], [2.01117, 2.03664, -2.85275], [2.84378, 2.67310, -3.37017], [-0.15116, 1.86311, -1.69894], [-1.09664, 1.10685, -1.01919], [-1.62755, -0.92017, 1.56660], [-2.72412, -1.61461, 2.27016], [-3.54827, -2.14396, 2.90457], [-0.36062, -1.69646, 2.03200], [-0.47884, -2.87649, 2.30864], [0.88529, -0.93531, 2.21788], [2.23536, -1.84791, 2.69928], [0.92582, 0.42633, 2.14579], [2.36969, 1.30362, 2.32200], [-0.31991, 1.23052, 2.02414], [-0.31406, 2.45267, 1.87647], [-1.57559, 0.48625, 2.03811], [-2.77780, 1.21000, 2.12952], [-3.79020, 1.79962, 2.21048], [-5.18495, -5.60311, -0.11612], [-5.08689, -4.31470, 1.10338], [-5.71497, -3.96336, -0.52890], [-2.84062, -4.86228, 0.09428], [-3.46610, -4.33890, -1.51398], [-2.84941, -0.47862, -0.09325], [0.31086, -1.97192, -1.30727], [1.98639, -0.63309, -2.58857], [-0.29951, 2.94089, -1.80468], [-1.99570, 1.58561, -0.62466]],
  "forces_ev_per_angstrom": [[-0.560, -0.210, 0.104], [-0.205, 0.238, 0.332], [0.788, -0.057, -0.633], [0.194, -0.429, -0.670], [-0.619, 0.765, 0.497], [-0.145, -0.433, -1.177], [-0.329, 0.212, -0.065], [0.364, 0.181, -0.053], [0.189, -0.169, 0.034], [-0.326, -0.114, 0.059], [1.518, 1.115, -1.042], [-1.585, -1.205, 0.974], [-0.169, 0.189, 0.162], [0.213, -0.213, 0.043], [0.260, -0.331, 1.374], [-1.831, -1.136, 1.707], [1.593, 1.124, -1.343], [-0.875, -0.772, 0.265], [0.690, 0.857, -0.447], [0.032, 1.224, -0.097], [0.521, -0.364, -0.061], [-0.106, -1.359, 0.125], [0.103, 0.017, 0.021], [-2.965, -0.061, -0.844], [0.952, 0.064, 0.520], [1.555, 1.189, 0.208], [-1.391, 1.041, -0.101], [1.523, -0.951, -0.180], [-0.066, -0.007, 0.009], [0.069, -0.028, -0.274], [0.167, -0.085, 0.156], [-0.089, 0.104, -0.249], [0.097, -0.106, 0.283], [0.069, -0.319, 0.170], [0.113, 0.349, -0.032], [-0.226, 0.189, 0.207], [0.134, -0.398, 0.018], [0.343, -0.111, 0.000]]
}